A molecular structure, C2BaF5NO4S2 in a non-equilibrium geometry. Source: OMol25; level of theory: ωB97M-V with the def2-TZVPD basis set.

Atoms and positions in Å:
Ba: 0.610 3.538 0.474
S: 1.237 0.012 -0.721
S: -1.205 0.990 0.551
F: 2.520 -2.134 -0.057
F: 2.289 -0.696 1.533
F: -1.697 -1.649 1.113
F: -2.562 -2.212 -0.489
F: -2.475 -0.442 -1.150
O: -1.320 2.178 -0.384
O: 1.179 -0.499 -2.086
O: 1.481 1.494 -0.557
O: -0.387 1.517 1.716
N: -0.333 -0.241 -0.094
C: 2.653 -0.795 0.213
C: -1.989 -1.060 -0.061

Results
- Energy: -1752.8702 a.u.
- Frontier orbital gap: 5.43 eV
- LUMO energy: -1.68 eV
- Molar mass: 398.48 g mol⁻¹

A molecular structure, C16H23B2Cl4F14N6NiO4S2 in a non-equilibrium geometry. Source: OMol25; level of theory: ωB97M-V with the def2-TZVPD basis set.

Atoms and positions in Å:
Ni: 2.719 -0.141 -0.259
Cl: 2.039 6.430 -0.068
Cl: 4.076 -3.818 4.053
Cl: 0.820 -3.974 3.226
Cl: 1.861 6.123 -3.324
S: -0.187 -1.549 -0.608
S: 0.178 0.917 -1.743
F: 4.523 -1.470 0.593
F: 4.603 -3.522 -0.496
F: 1.414 1.005 -4.062
F: 0.843 -1.004 -3.496
F: 1.988 1.615 0.823
F: 3.363 -1.726 -1.302
F: -0.616 -0.409 1.760
F: 4.164 1.182 0.496
F: 5.658 -1.728 -1.431
F: -1.670 -2.266 1.396
F: -0.655 0.385 -4.179
F: 3.514 2.088 2.529
F: 3.456 3.408 0.654
F: -2.327 -0.441 0.439
O: 0.967 2.093 -1.633
O: 0.558 -2.668 -0.134
O: -1.101 -1.724 -1.682
O: -1.231 1.060 -1.586
N: -4.918 -2.225 4.614
N: -7.300 -2.149 1.848
N: 0.792 -0.282 -0.761
N: -5.271 -0.968 -1.873
N: 3.472 0.938 -2.076
N: -2.714 2.116 4.001
C: 3.326 -4.984 2.971
C: -4.581 -0.477 -2.634
C: 1.291 5.032 -0.861
C: -2.898 2.268 1.398
C: -3.984 -2.804 4.308
C: 3.760 1.966 -2.455
C: 4.120 3.288 -2.909
C: -2.820 2.185 2.855
C: -3.706 0.183 -3.603
C: -1.262 -1.131 0.852
C: -2.812 -3.570 3.895
C: 0.691 5.343 -2.211
C: -6.234 -1.794 1.657
C: 2.169 -4.452 2.182
C: 0.472 0.255 -3.492
C: -4.880 -1.380 1.380
B: 4.608 -2.153 -0.658
B: 3.296 2.134 1.182
H: -3.087 -4.224 3.071
H: -4.251 -1.202 2.250
H: -1.894 2.037 1.045
H: -2.452 -4.159 4.733
H: -2.051 -2.875 3.550
H: 4.068 -5.383 2.284
H: -3.582 1.552 0.957
H: -0.202 5.956 -2.196
H: 0.506 4.612 -0.236
H: 2.407 -3.594 1.572
H: 2.051 4.270 -0.991
H: -3.357 1.130 -3.203
H: -3.233 3.264 1.117
H: 3.751 3.441 -3.927
H: -4.205 0.268 -4.565
H: -4.356 -2.154 0.819
H: 3.609 4.044 -2.315
H: -4.922 -0.493 0.753
H: 1.812 -5.204 1.480
H: 0.468 4.380 -2.669
H: 5.196 3.425 -2.894
H: 2.975 -5.850 3.538
H: -2.827 -0.444 -3.749

Results
- Energy: -6846.8176 a.u.
- Charge: -1
- Frontier orbital gap (spin up / spin down): 10.63 / 9.26 eV
- Spin multiplicity: 3
- LUMO energy (spin up / spin down): 1.82 / 0.44 eV
- Molar mass: 915.63 g mol⁻¹
- <S²>: 2.003

4 unconnected molecules or ions with the total composition C37H65ClNO in a non-equilibrium geometry. Source: OMol25; level of theory: ωB97M-V with the def2-TZVPD basis set.

Atoms and positions in Å:
Cl: -2.208 0.739 -0.783
O: -3.534 1.628 2.826
N: -0.462 1.493 2.689
C: 6.129 -3.919 2.783
C: -4.863 1.954 2.481
C: 3.698 -6.614 -5.434
C: 3.419 -3.856 -2.893
C: 5.407 -3.797 1.441
C: -2.639 2.295 1.933
C: -1.376 1.484 1.709
C: -7.403 2.735 1.878
C: -5.187 3.300 2.455
C: 1.203 -2.184 3.346
C: -7.070 1.406 1.908
C: 2.238 -0.776 1.444
C: 7.637 -3.667 2.729
C: 0.674 0.801 2.610
C: -3.913 6.298 -0.677
C: -3.794 7.303 -3.628
C: 5.492 -2.400 0.836
C: -6.464 3.714 2.157
C: -1.128 0.774 0.564
C: 5.189 -4.742 -4.548
C: -5.084 6.933 -1.425
C: -5.785 0.953 2.210
C: -6.839 5.185 2.159
C: -6.485 -1.280 1.291
C: 8.328 -6.052 2.144
C: 0.055 0.036 0.451
C: 0.954 0.044 1.506
C: 3.681 -2.377 -3.161
C: 4.648 -4.736 -3.116
C: -5.048 6.761 -2.945
C: 2.331 -1.660 2.687
C: 8.409 -4.575 1.773
C: -3.846 4.783 -0.841
C: -3.616 8.809 -3.457
C: 4.184 -5.179 -5.614
C: -5.492 -0.561 2.270
C: -4.080 -0.970 1.822
H: 0.835 -3.197 3.156
H: 7.302 -6.423 2.108
H: 5.063 -1.656 1.513
H: -7.336 5.383 3.120
H: 5.939 -4.913 3.196
H: 2.175 -1.482 0.606
H: 4.936 -2.362 -0.104
H: 9.459 -4.270 1.782
H: -4.008 -2.067 1.804
H: 7.824 -2.624 2.455
H: 6.057 -5.407 -4.585
H: 1.405 0.800 3.417
H: 5.449 -4.403 -2.447
H: -3.094 2.460 0.951
H: -0.615 2.035 3.535
H: 3.097 -3.971 -1.852
H: 4.480 -2.001 -2.517
H: -4.020 6.529 0.388
H: 8.042 -3.787 3.738
H: -3.809 -0.593 0.835
H: 5.685 -3.209 3.491
H: 6.522 -2.115 0.622
H: 3.316 -1.903 3.108
H: -5.935 5.808 2.172
H: -3.859 7.080 -4.696
H: -5.741 -0.905 3.283
H: 8.917 -6.653 1.450
H: -4.765 4.313 -0.482
H: -7.479 5.460 1.317
H: 3.098 -0.101 1.343
H: -6.095 -2.249 0.964
H: -6.545 -0.639 0.398
H: -4.474 9.350 -3.861
H: 2.585 -4.199 -3.512
H: -3.372 -0.656 2.599
H: 8.059 -4.435 0.746
H: 3.963 -2.196 -4.198
H: 0.220 -0.518 -0.471
H: 4.352 -4.047 1.595
H: -2.903 6.785 -3.260
H: -7.887 0.719 1.708
H: -2.368 3.283 2.342
H: 4.411 -5.758 -2.811
H: -7.494 -1.363 1.704
H: -3.696 4.495 -1.883
H: -5.926 7.258 -3.368
H: 3.008 -6.885 -6.234
H: 8.718 -6.222 3.150
H: -2.968 6.746 -0.994
H: 4.535 -7.314 -5.460
H: 0.668 -1.562 4.078
H: 5.795 -4.530 0.730
H: -2.725 9.151 -3.985
H: -4.434 4.057 2.669
H: -5.123 7.997 -1.178
H: -3.010 4.378 -0.264
H: 4.664 -5.095 -6.592
H: 3.170 -6.746 -4.487
H: -3.501 9.087 -2.408
H: -8.423 3.032 1.633
H: -5.157 5.701 -3.195
H: 3.328 -4.499 -5.634
H: 5.562 -3.746 -4.802
H: -6.019 6.503 -1.050
H: 2.781 -1.790 -2.959

Results
- Energy: -2038.6251 a.u.
- Charge: +1
- Frontier orbital gap: 6.29 eV
- LUMO energy: -4.36 eV
- Molar mass: 575.39 g mol⁻¹

A molecular structure, C16H40N2O6P2Pd in a non-equilibrium geometry. Source: OMol25; level of theory: ωB97M-V with the def2-TZVPD basis set.

Atoms and positions in Å:
Pd: 0.093 -0.406 0.632
P: 2.038 -0.228 -2.297
P: -0.601 -1.737 -2.367
O: -0.663 -1.507 -0.861
O: -2.007 -1.510 -2.962
O: 1.792 0.208 -0.900
O: 2.801 0.902 -3.057
O: -0.108 -3.159 -2.733
O: 2.797 -1.593 -2.468
N: -1.524 0.879 0.482
N: 0.858 0.716 2.117
C: 2.480 1.613 -5.344
C: 3.976 -2.556 -0.589
C: 0.648 -4.079 -1.844
C: 1.600 -4.831 -2.742
C: -1.901 -2.128 -5.344
C: -3.166 -3.555 -3.670
C: 4.780 1.224 -4.384
C: 4.955 -2.546 -2.917
C: -0.440 2.787 1.641
C: -2.735 -2.172 -4.088
C: 0.489 -0.551 -3.163
C: -0.334 -4.961 -1.113
C: 0.936 2.180 1.844
C: 3.340 0.772 -4.431
C: -1.151 2.309 0.383
C: 4.143 -1.801 -1.887
H: 5.221 1.139 -5.377
H: 4.841 2.265 -4.069
H: -1.032 -4.373 -0.517
H: 4.514 -3.522 -3.122
H: 2.208 -5.508 -2.142
H: 0.669 -0.905 -4.182
H: 1.797 0.360 2.295
H: 2.508 2.658 -5.037
H: 0.207 -5.632 -0.446
H: 0.327 0.550 2.971
H: 3.280 -0.285 -4.702
H: -1.011 -2.752 -5.256
H: 1.050 -5.427 -3.470
H: 2.857 1.546 -6.364
H: 5.022 -1.988 -3.850
H: -1.063 2.610 2.524
H: -2.059 2.892 0.217
H: -0.330 3.869 1.567
H: -1.988 0.588 -0.378
H: -0.037 0.406 -3.228
H: 3.349 -1.995 0.106
H: -0.898 -5.571 -1.818
H: 5.367 0.616 -3.697
H: -2.316 -4.233 -3.603
H: 1.203 -3.447 -1.148
H: 1.554 2.308 0.954
H: -3.853 -3.946 -4.420
H: 3.529 -3.534 -0.771
H: -2.204 0.729 1.225
H: 5.966 -2.703 -2.541
H: -3.601 -1.521 -4.186
H: 1.435 2.655 2.688
H: -3.688 -3.530 -2.715
H: -0.507 2.414 -0.491
H: 4.570 -0.813 -1.702
H: 4.949 -2.710 -0.125
H: 1.442 1.277 -5.347
H: 2.258 -4.143 -3.273
H: -2.495 -2.518 -6.171
H: -1.616 -1.106 -5.598

Results
- Energy: -2004.8997 a.u.
- Charge: +2
- Frontier orbital gap (spin up / spin down): 8.44 / 8.44 eV
- LUMO energy (spin up / spin down): -7.49 / -7.49 eV
- Molar mass: 524.87 g mol⁻¹

A molecular structure, C32H36N10O6 in a non-equilibrium geometry. Source: OMol25; level of theory: ωB97M-V with the def2-TZVPD basis set.

Atoms and positions in Å:
O: 21.534 21.277 -0.168
O: 22.889 15.391 0.879
O: 15.605 20.755 1.321
O: 23.273 16.434 2.695
O: 20.348 21.731 -1.844
O: 16.677 21.240 3.163
N: 13.930 19.633 5.128
N: 16.578 21.126 1.936
N: 18.595 25.657 0.579
N: 18.638 26.489 3.413
N: 18.425 23.953 -3.917
N: 21.410 21.739 -1.286
N: 22.787 16.379 1.581
N: 21.093 21.564 3.921
N: 21.548 23.897 0.675
N: 19.170 18.438 -2.381
C: 19.896 22.300 0.956
C: 21.829 17.406 1.160
C: 14.413 20.667 4.850
C: 22.641 22.155 -2.055
C: 17.552 21.845 1.199
C: 20.276 18.142 -0.673
C: 21.288 17.287 -0.171
C: 18.353 25.439 2.971
C: 20.480 25.476 -1.300
C: 19.394 25.559 -0.210
C: 16.725 25.023 -2.302
C: 18.384 19.125 -1.837
C: 18.331 22.988 -0.789
C: 18.603 22.359 4.501
C: 21.323 18.386 2.008
C: 25.068 22.184 -2.369
C: 23.577 23.532 -3.789
C: 14.988 21.957 4.545
C: 17.996 24.083 2.483
C: 24.852 23.090 -3.395
C: 17.335 22.408 -0.031
C: 21.470 24.815 1.396
C: 21.322 25.984 2.274
C: 19.656 22.904 -0.275
C: 18.845 21.752 1.709
C: 23.940 21.748 -1.617
C: 17.696 24.419 -3.186
C: 17.465 20.051 -1.144
C: 20.024 21.990 4.162
C: 20.283 19.226 1.482
C: 22.446 22.973 -3.187
C: 19.809 19.154 0.129
H: 19.747 25.362 -2.098
H: 21.606 16.643 -0.978
H: 25.690 23.496 -3.942
H: 20.539 23.431 -0.605
H: 23.513 24.276 -4.569
H: 14.185 22.694 4.557
H: 18.058 23.484 -1.709
H: 19.008 19.776 -0.240
H: 18.837 23.588 1.998
H: 20.440 25.783 2.881
H: 21.470 23.381 -3.407
H: 15.408 21.852 3.544
H: 18.443 23.337 4.956
H: 22.243 26.279 2.777
H: 20.119 18.064 -1.738
H: 19.892 20.016 2.105
H: 21.129 24.660 -0.983
H: 16.289 22.442 -0.300
H: 21.552 18.608 3.040
H: 17.905 20.154 -0.152
H: 15.912 25.406 -2.919
H: 23.920 21.138 -0.726
H: 19.132 21.242 2.617
H: 15.729 22.060 5.337
H: 17.253 21.041 -1.549
H: 17.553 23.368 3.176
H: 20.851 26.479 -1.514
H: 21.023 26.833 1.659
H: 20.913 22.295 1.321
H: 26.060 21.918 -2.036
H: 17.999 22.228 3.603
H: 16.505 19.570 -0.957
H: 16.494 24.353 -1.474
H: 17.154 24.150 1.795
H: 17.134 25.884 -1.773
H: 18.150 21.798 5.318

Results
- Energy: -2239.0256 a.u.
- Frontier orbital gap: 7.29 eV
- LUMO energy: -1.54 eV
- Molar mass: 656.70 g mol⁻¹

A molecular structure, C39H52N4O2RuSe. Source: OMol25; level of theory: ωB97M-V with the def2-TZVPD basis set.

Atoms and positions in Å:
Ru: 0.418 0.216 0.090
Se: -1.866 -1.397 0.525
O: -0.852 0.603 -1.525
O: 0.887 -1.786 -0.706
N: -2.911 5.531 0.105
N: 0.871 -0.206 2.479
N: -0.172 2.246 1.036
N: -0.655 4.594 0.533
C: -7.152 1.687 -1.268
C: -3.118 3.725 -3.398
C: -2.946 1.413 -2.375
C: -2.355 2.391 -3.411
C: -7.107 -0.694 -0.562
C: 1.235 -1.621 2.588
C: 0.040 -2.651 -1.195
C: 2.607 0.415 0.317
C: 5.349 0.536 0.896
C: -4.257 -0.359 -0.621
C: -2.348 -6.385 -3.885
C: -0.440 3.356 0.770
C: -1.302 -2.697 -0.769
C: -2.168 0.604 -1.510
C: -4.060 -4.639 -3.457
C: -2.493 1.741 -4.798
C: 4.413 0.612 1.921
C: 0.412 -3.597 -2.196
C: 2.048 -4.681 -3.800
C: -6.968 -0.136 -2.976
C: 4.919 0.387 -0.416
C: -6.544 0.309 -1.570
C: 3.054 0.556 1.633
C: 2.031 0.656 2.740
C: -0.221 0.119 3.392
C: -0.878 2.742 -3.196
C: 1.837 -3.578 -2.761
C: -3.507 -6.323 -1.692
C: -4.327 1.254 -2.347
C: -2.231 -3.590 -1.269
C: -2.927 -5.455 -2.817
C: -0.546 -4.478 -2.678
C: 2.881 -3.788 -1.652
C: 2.080 -2.227 -3.454
C: 3.557 0.320 -0.696
C: -1.875 -4.503 -2.248
C: -1.877 5.047 0.300
C: -5.021 0.393 -1.499
C: -2.877 -0.249 -0.641
H: 2.731 -4.755 -1.163
H: 6.407 0.582 1.123
H: 1.588 -1.855 3.602
H: -1.944 0.797 -4.828
H: 3.885 -3.778 -2.087
H: -2.677 4.393 -4.143
H: -0.534 1.148 3.226
H: 3.240 0.182 -1.724
H: -1.067 -0.540 3.200
H: 0.090 -0.004 4.439
H: 0.364 -2.238 2.365
H: 1.379 -4.563 -4.656
H: -0.245 -5.181 -3.441
H: 2.819 -3.002 -0.905
H: -6.852 -0.413 0.462
H: -2.090 2.402 -5.570
H: -3.048 4.215 -2.425
H: -6.550 -1.118 -3.206
H: -6.618 0.564 -3.737
H: -1.951 -5.820 -4.731
H: -2.720 -6.921 -1.228
H: 2.014 -1.858 1.866
H: -4.710 -1.050 0.078
H: -4.270 -7.000 -2.087
H: -8.058 -0.196 -3.047
H: 4.746 0.707 2.951
H: 1.408 -2.112 -4.307
H: -3.966 -5.710 -0.915
H: -1.549 -7.009 -3.480
H: -4.831 -5.300 -3.863
H: 3.111 -2.166 -3.815
H: 5.642 0.313 -1.220
H: -4.910 1.839 -3.047
H: -8.196 -0.721 -0.643
H: -3.134 -7.044 -4.260
H: -6.730 -1.701 -0.751
H: -4.530 -3.975 -2.729
H: 1.907 -1.408 -2.761
H: -0.231 1.880 -3.310
H: -0.594 3.491 -3.941
H: -6.867 2.017 -0.267
H: -0.707 3.170 -2.206
H: -6.805 2.439 -1.978
H: 2.478 0.398 3.711
H: -3.671 -4.021 -4.268
H: -3.248 -3.544 -0.895
H: 3.074 -4.631 -4.172
H: -3.541 1.534 -5.033
H: 1.894 -5.673 -3.370
H: -8.243 1.643 -1.323
H: -4.172 3.615 -3.654
H: 1.662 1.683 2.796

Results
- Energy: -4383.1435 a.u.
- Charge: -1
- Frontier orbital gap (spin up / spin down): 6.87 / 6.68 eV
- Spin multiplicity: 6
- LUMO energy (spin up / spin down): 2.29 / 1.66 eV
- Molar mass: 788.90 g mol⁻¹
- <S²>: 8.760

2 unconnected molecules or ions with the total composition C10H18N2O5S in a non-equilibrium geometry. Source: OMol25; level of theory: ωB97M-V with the def2-TZVPD basis set.

Atoms and positions in Å:
S: -5.806 -1.235 -2.288
O: -4.327 1.856 1.122
O: 2.304 -3.045 -0.060
O: -6.110 1.320 -0.057
O: 3.113 -1.750 1.528
O: -4.376 2.685 -0.938
N: -5.909 -0.065 0.220
N: -0.049 -0.971 -0.178
C: 4.517 0.230 1.676
C: 3.244 -2.440 0.380
C: 4.203 -1.145 2.229
C: -1.236 -0.088 -0.345
C: -1.950 2.402 -0.785
C: -0.796 1.355 -0.708
C: 4.547 -2.365 -0.378
C: -5.997 -0.677 -0.832
C: -3.235 1.916 -1.503
C: -4.862 1.966 0.093
H: -0.098 1.686 0.094
H: -1.792 -0.491 -1.225
H: -1.895 -0.161 0.540
H: 5.075 -1.802 2.237
H: 5.416 -2.178 0.249
H: 5.311 0.706 2.254
H: 3.878 -1.051 3.265
H: -2.156 2.819 0.217
H: 3.629 0.864 1.711
H: 4.714 -3.325 -0.863
H: 4.469 -1.589 -1.138
H: -3.479 0.850 -1.343
H: -3.250 2.135 -2.585
H: -0.140 -1.482 0.697
H: -0.054 -1.684 -0.902
H: -1.561 3.255 -1.388
H: 4.830 0.183 0.633
H: -0.174 1.317 -1.629

Results
- Energy: -1275.6034 a.u.
- Frontier orbital gap: 7.99 eV
- SMILES: NCCCCOC(=O)ON=C=S.CCOC(C)=O
- LUMO energy: -1.09 eV
- Molar mass: 278.33 g mol⁻¹

A molecular structure, C3H4InO3 in a non-equilibrium geometry. Source: OMol25; level of theory: ωB97M-V with the def2-TZVPD basis set.

Atoms and positions in Å:
In: 2.513 0.631 -0.540
O: 1.322 -0.170 -1.747
O: 1.484 0.277 0.905
O: -0.804 -0.860 -1.531
C: -1.085 0.428 0.614
C: 0.336 -0.649 -1.048
C: 0.359 -0.393 0.451
H: 0.185 -1.363 0.954
H: -1.620 1.054 -0.118
H: -1.912 -0.258 0.851
H: -0.780 1.303 1.210

Results
- Energy: -532.0938 a.u.
- Charge: +1
- Frontier orbital gap (spin up / spin down): 4.96 / 4.96 eV
- LUMO energy (spin up / spin down): -9.47 / -9.47 eV
- Molar mass: 202.88 g mol⁻¹